Record 1
A 40-piece molecular cluster, H80O40 overall at a distorted geometry, computed with ωB97M-V with the def2-TZVPD basis set.

The geometry in XYZ format:
```
120
Properties=species:S:1:pos:R:3
H -5.316 0.469 2.267
H -4.134 -0.328 2.240
O -4.858 -0.193 2.800
H 4.285 2.039 -2.262
H 4.765 3.442 -1.529
O 4.532 2.833 -2.386
H -1.473 -2.647 -3.892
H -2.927 -3.141 -4.062
O -2.064 -3.448 -3.974
H -3.941 -2.964 1.276
H -4.236 -1.479 1.140
O -3.844 -2.138 0.641
H -1.432 -4.379 2.717
H -1.410 -4.113 4.233
O -0.872 -4.221 3.444
H 3.625 -0.752 -3.410
O 3.357 0.186 -3.346
H 1.832 0.171 5.695
O 1.980 1.069 6.105
H -0.258 -3.126 -0.438
H -0.769 -4.343 -0.694
O -0.060 -4.049 -0.289
H -1.140 2.006 -1.340
H -1.740 0.847 -2.164
O -1.768 1.261 -1.313
H -1.392 1.775 4.647
H -2.617 1.215 5.257
O -1.662 1.073 5.177
H 4.934 -1.910 -2.507
H 6.189 -1.099 -1.992
O 5.475 -1.816 -1.724
H -1.838 2.691 1.741
O -1.226 3.225 1.134
H 0.254 -0.501 -3.003
H 0.547 -1.924 -3.305
O 0.118 -1.109 -3.646
H 4.717 2.450 3.383
H 4.264 3.845 3.321
O 4.768 3.280 3.037
H -1.119 -0.665 1.398
H -1.192 -2.248 1.582
O -0.759 -1.450 1.697
H -4.644 3.145 -3.976
H -3.610 2.009 -3.764
O -3.777 2.898 -3.500
H 3.177 -4.773 0.386
H 4.098 -4.584 1.536
O 4.155 -4.955 0.543
H 1.388 1.462 -2.927
H 1.104 1.501 -1.380
O 0.768 1.240 -2.191
H 0.275 -6.411 0.503
O 0.830 -6.312 -0.275
H -2.793 0.821 0.472
H -3.659 2.120 0.553
O -3.381 1.394 1.153
H 5.048 -1.813 2.401
O 5.827 -1.251 2.257
H -1.441 0.537 -4.689
H -0.919 1.952 -4.631
O -1.728 1.376 -4.935
H 2.070 4.956 3.728
H 2.356 3.584 3.838
O 1.595 4.188 4.099
H -3.900 -0.984 4.854
H -4.604 0.408 4.648
O -4.512 -0.211 5.330
H 0.423 -1.714 4.779
H 1.328 -1.893 6.154
O 0.998 -1.322 5.512
H -3.380 -1.421 -2.305
H -2.469 -0.348 -2.622
O -2.552 -1.301 -2.778
H 3.542 -4.321 -1.445
H 2.965 -5.085 -2.601
O 3.534 -4.410 -2.294
H 2.378 3.634 -3.126
H 1.090 3.134 -3.761
O 2.129 2.932 -3.749
H -5.118 4.121 0.458
H -5.967 3.479 -0.520
O -5.227 3.330 0.051
H 1.521 -0.154 -0.738
H 2.787 -0.865 -0.692
O 2.063 -0.502 -0.063
H -2.983 3.779 -2.022
H -1.727 4.758 -1.548
O -2.452 4.132 -1.188
H 2.281 4.307 -0.589
O 2.902 3.720 -0.321
H 0.274 -0.589 -5.483
H 0.745 0.656 -6.630
O 0.953 -0.039 -6.022
H 0.493 -5.643 -0.891
H 2.744 0.481 -4.049
H 5.430 -0.556 2.840
H 1.347 1.715 5.951
H -1.591 3.075 0.184
H 3.700 4.386 -0.648
O 4.375 1.258 4.831
H 3.736 1.353 5.430
H 4.039 0.711 4.192
O 3.017 0.244 2.746
H 3.756 0.780 2.211
H 2.405 0.353 2.065
O -2.979 5.205 1.364
H -2.819 5.794 0.493
H -2.403 4.548 1.466
O -0.574 3.798 -4.221
H -0.475 4.049 -3.321
H -1.583 3.502 -4.166
O -2.549 -5.211 -1.732
H -2.914 -4.691 -1.141
H -2.781 -4.858 -2.572
O -3.324 -5.029 0.882
H -2.624 -5.513 0.313
H -3.251 -5.691 1.637
O -0.412 -1.527 -0.968
H 0.512 -1.044 -0.961
H -0.636 -1.640 -0.074
```

Computed properties:
orbital gap	9.351	eV
HOMO energy	-10.550	eV
multiplicity	1
charge	0
LUMO level	-1.20	eV
E	-3057.114659	a.u.
ΔE to the lowest compared entry with this formula, charge and spin	403.3	kcal/mol

These are the Mulliken partial charges, in e, on atoms 1 to 2:
1 H 0.3365
2 H 0.2988

=====

Record 2
A 40-piece molecular cluster, H80O40 overall at a distorted geometry, computed with ωB97M-V with the def2-TZVPD basis set.

The geometry in XYZ format:
```
120
Properties=species:S:1:pos:R:3
H 0.015 0.474 0.850
H 1.333 1.281 0.326
O 0.538 1.314 0.661
H -2.193 -4.035 2.549
H -3.587 -4.162 2.332
O -3.008 -3.563 2.848
H 2.493 2.974 -3.338
H 3.097 1.555 -3.731
O 2.607 2.317 -4.129
H 1.946 -0.379 -5.464
H 0.716 -0.707 -5.041
O 1.412 -1.217 -5.348
H 1.706 -2.911 3.751
H 2.493 -3.395 5.197
O 1.674 -3.440 4.721
H -1.260 -1.607 -3.498
O -0.556 -1.667 -2.835
H -4.603 2.444 4.121
O -3.989 3.090 4.000
H -0.616 -1.864 0.614
H -1.797 -0.814 0.909
O -0.804 -0.956 0.725
H 0.364 4.120 3.345
H 0.600 4.421 4.779
O 1.081 4.192 3.968
H -3.592 2.652 1.458
H -2.552 3.201 0.751
O -3.097 2.395 0.624
H -3.110 -3.386 -4.576
H -3.651 -2.200 -5.367
O -3.536 -2.591 -4.577
H -4.895 0.353 -1.358
O -4.015 0.127 -1.673
H 5.408 -2.887 0.731
H 5.310 -4.273 1.171
O 5.772 -3.539 1.322
H 5.050 4.286 -1.327
H 5.314 4.244 0.194
O 5.282 3.827 -0.613
H 3.843 -1.675 -3.552
H 2.600 -2.135 -4.241
O 3.568 -2.034 -4.403
H -4.459 -0.182 3.311
H -5.856 -0.294 2.681
O -5.347 0.080 3.407
H 3.211 0.056 0.884
H 4.212 0.841 -0.010
O 3.371 0.519 0.125
H -0.809 -1.651 -6.515
H -0.761 -3.173 -5.977
O -1.468 -2.304 -6.021
H 1.759 2.491 3.997
O 2.260 1.642 3.809
H 5.748 0.194 -1.944
H 6.042 0.027 -3.459
O 6.231 -0.221 -2.660
H -3.741 -3.510 -0.373
O -3.245 -3.170 0.532
H 2.265 -3.687 -4.622
H 2.340 -3.805 -3.183
O 2.395 -4.255 -4.007
H 0.049 3.487 1.662
H -0.237 2.409 2.447
O -0.508 3.288 2.326
H -1.341 -2.469 3.292
H -0.232 -3.300 3.824
O -0.606 -2.993 2.907
H 1.319 -2.798 1.243
H 1.206 -4.253 1.857
O 1.763 -3.511 1.890
H 0.133 -0.380 5.357
H 0.780 0.875 5.861
O -0.073 0.268 5.960
H 0.067 1.886 -1.862
H 0.871 1.764 -3.098
O -0.006 1.378 -2.827
H -2.972 -1.435 4.819
H -2.531 0.167 5.377
O -2.399 -0.550 4.676
H 0.435 -5.365 -2.008
H -0.736 -6.253 -1.749
O -0.417 -5.331 -1.527
H -0.574 4.663 -0.802
H -0.441 3.007 -0.212
O -0.034 4.002 -0.260
H -3.004 -1.405 2.456
H -4.233 -0.573 1.515
O -3.397 -0.662 1.862
H 1.160 -1.568 3.526
O 1.573 -1.106 2.763
H 1.169 -1.966 -2.591
H 1.231 -3.167 -1.758
O 1.639 -2.377 -1.890
H 2.299 1.724 2.935
H -0.757 -1.135 -2.075
H -3.019 -2.241 0.165
H -3.033 2.861 3.942
H -4.328 -0.677 -2.168
H 2.000 -0.139 2.828
O 2.207 3.045 -1.766
H 1.353 3.536 -1.783
H 2.390 2.922 -0.809
O 2.725 5.066 -3.772
H 1.961 4.679 -4.155
H 2.385 5.403 -3.001
O -5.396 1.075 0.153
H -6.231 1.608 0.412
H -4.678 1.643 0.404
O 5.715 0.627 1.368
H 5.798 -0.015 2.229
H 5.813 -0.038 0.603
O -1.104 1.471 3.834
H -0.471 0.785 4.144
H -1.716 0.802 3.470
O -2.478 4.718 -2.781
H -2.735 5.060 -3.470
H -2.937 3.866 -2.642
O -4.406 1.742 -3.443
H -4.701 1.237 -2.656
H -3.821 1.225 -3.852
```

Computed properties:
orbital gap	9.894	eV
HOMO energy	-10.312	eV
multiplicity	1
charge	0
LUMO level	-0.42	eV
E	-3057.101643	a.u.
ΔE to the lowest compared entry with this formula, charge and spin	411.5	kcal/mol

These are the Mulliken partial charges, in e, on atoms 1 to 2:
1 H 0.1038
2 H -0.3357

=====

Record 3
A 40-piece molecular cluster, H80O40 overall at a distorted geometry, computed with ωB97M-V with the def2-TZVPD basis set.

The geometry in XYZ format:
```
120
Properties=species:S:1:pos:R:3
H 1.625 2.720 0.443
H 3.123 3.344 0.730
O 2.430 3.174 0.051
H -4.157 3.979 -3.680
H -2.773 3.965 -3.165
O -3.274 3.758 -3.953
H 1.276 -0.672 2.370
H -0.109 -1.128 2.798
O 0.483 -1.157 2.009
H 1.721 5.844 1.444
H 0.748 4.646 1.021
O 1.253 5.386 0.740
H 5.824 -3.695 -0.567
H 4.568 -2.915 -0.343
O 5.168 -3.555 0.114
H 0.031 3.908 -4.236
O -0.549 3.281 -4.673
H -1.350 -1.174 4.357
O -1.572 -1.863 3.673
H -3.565 -0.143 -0.113
H -3.893 -0.125 1.526
O -3.985 0.314 0.643
H -1.154 4.043 2.297
H -1.444 2.588 1.635
O -1.197 3.106 2.451
H 1.954 -0.107 -3.974
H 0.856 0.438 -3.119
O 0.969 0.000 -3.971
H 1.424 0.026 4.119
H 0.196 0.893 4.664
O 0.503 -0.024 4.447
H 2.299 -2.464 4.140
O 2.467 -3.337 4.500
H 4.664 1.025 1.046
H 5.844 0.322 1.362
O 5.385 1.097 1.684
H -0.304 2.804 3.977
H -1.200 2.515 5.197
O -0.250 2.465 4.909
H -4.100 -2.293 1.936
H -3.392 -1.855 3.234
O -4.073 -1.612 2.624
H 3.249 0.831 2.991
H 3.127 -0.713 2.980
O 2.627 0.122 3.031
H 0.810 -3.241 -1.609
H 0.603 -1.841 -1.183
O 1.281 -2.400 -1.612
H -1.266 -2.951 1.655
H -1.868 -4.081 2.281
O -1.956 -3.580 1.442
H -3.368 3.060 4.174
O -3.069 2.162 3.987
H 1.503 4.911 -1.420
H 0.684 6.110 -1.255
O 0.703 5.302 -1.782
H -0.305 -5.346 2.974
O 0.439 -5.530 2.424
H 3.665 -0.809 -1.316
H 2.740 -2.039 -1.222
O 3.671 -1.772 -1.020
H 0.003 2.774 -3.242
H -0.358 1.626 -2.443
O 0.180 2.408 -2.304
H -1.586 -0.052 -2.858
H -2.488 0.997 -3.254
O -1.791 0.835 -2.544
H -0.299 -4.907 0.341
H 0.674 -5.516 -0.569
O 0.055 -4.747 -0.566
H 0.068 1.113 -0.167
H 0.587 0.080 0.807
O 0.870 0.906 0.364
H -4.791 2.026 0.334
H -3.885 3.278 0.001
O -4.619 2.967 0.511
H 3.261 1.673 -2.637
H 4.060 0.635 -3.390
O 3.243 1.127 -3.447
H -2.525 0.994 0.423
H -2.105 2.239 -0.404
O -1.724 1.572 0.212
H 3.915 -0.950 0.966
H 4.411 -2.215 1.939
O 4.268 -1.279 1.815
H 3.142 1.853 -0.725
H 2.364 0.543 -0.276
O 3.214 0.866 -0.749
H -0.387 -3.789 5.502
O -0.061 -3.928 4.586
H 1.864 -3.401 1.052
H 3.199 -4.245 0.967
O 2.673 -3.665 1.522
H -2.454 2.235 3.263
H 0.031 2.838 -5.330
H 1.087 -4.900 2.724
H -0.853 -2.515 3.744
H 2.876 -3.977 3.908
H 0.920 -3.813 4.579
O -0.735 -0.793 -0.694
H -1.107 -1.134 0.146
H -1.051 0.122 -0.762
O -1.365 -1.450 -4.272
H -0.378 -1.442 -4.259
H -1.637 -0.671 -4.781
O -3.644 -1.988 -0.951
H -4.095 -2.835 -1.150
H -3.441 -1.749 -1.853
O -2.889 1.286 -4.917
H -2.655 2.221 -5.137
H -3.788 1.042 -5.024
O -2.145 3.762 -1.522
H -1.260 3.369 -1.907
H -1.819 4.605 -1.170
O -3.392 -4.227 -2.803
H -2.983 -4.597 -3.578
H -2.800 -4.258 -2.063
O 0.191 1.000 -6.148
H 0.693 0.768 -5.324
H -0.627 0.614 -5.848
```

Computed properties:
orbital gap	10.359	eV
HOMO energy	-10.704	eV
multiplicity	1
charge	0
LUMO level	-0.35	eV
E	-3057.607357	a.u.
ΔE to the lowest compared entry with this formula, charge and spin	94.1	kcal/mol

These are the Mulliken partial charges, in e, on atoms 1 to 2:
1 H 0.0717
2 H 0.2782